# 1
Here is a 7-piece molecular cluster, C40H86BN6O13P overall from OMol25. Energies are from wB97M-V/def2-TZVPD.

Bonds (Å) are listed after each position.
Cartesian coordinates (Å):
1 C -4.32506 2.86663 -3.25122  C2 1.513, H32 1.089, H33 1.085, H34 1.087
2 C -4.52076 3.31228 -1.81870  C1 1.513, C3 1.524, H35 1.080, H36 1.085
3 C -4.14965 2.28334 -0.75805  C2 1.524, C4 1.543, H37 1.074, H38 1.086
4 C -4.77029 0.87732 -0.89102  C3 1.543, C5 1.527, H39 1.086, H40 1.088
5 C -5.24631 0.33274 0.45410  C4 1.527, C6 1.531, H41 1.086, H42 1.094
6 C -4.08912 0.09052 1.42663  C5 1.531, C7 1.528, H43 1.084, H44 1.087
7 C -3.05621 -0.93582 0.96455  C6 1.528, C8 1.516, H45 1.092, H46 1.079
8 C -2.51118 -1.83337 2.05820  C7 1.516, O9 1.412, C27 1.585, H47 1.090
9 O -1.61203 -2.71777 1.42292  C8 1.412, B10 1.483
10 B -0.25754 -2.61964 2.01815  O9 1.483, C11 1.635, P23 1.984, O26 1.520
11 C 0.73114 -1.54216 1.28779  B10 1.635, C12 1.536, H48 1.089, H49 1.088
12 C 1.45466 -1.97059 0.00208  C11 1.536, C13 1.517, H50 1.089, H51 1.090
13 C 1.73361 -0.78208 -0.89892  C12 1.517, C14 1.529, H52 1.086, H53 1.085
14 C 2.64276 -1.12836 -2.07912  C13 1.529, C15 1.528, H54 1.086, H55 1.088
15 C 2.30618 -0.38744 -3.37204  C14 1.528, C16 1.524, H56 1.086, H57 1.090
16 C 0.84111 -0.54057 -3.76193  C15 1.524, C17 1.533, H58 1.087, H59 1.083
17 C 0.51519 -0.19943 -5.22028  C16 1.533, C18 1.546, H60 1.085, H61 1.084
18 C -0.56292 -1.14107 -5.80474  C17 1.546, C19 1.520, H62 1.082, H63 1.090
19 C -1.97535 -0.58483 -5.72963  C18 1.520, C20 1.528, H64 1.085, H65 1.086
20 C -2.56647 -0.63218 -4.32157  C19 1.528, O21 1.410, H66 1.086, H67 1.090
21 O -2.77588 -1.97713 -3.95283  C20 1.410, C22 1.424
22 C -2.35559 -2.32435 -2.63684  O21 1.424, H68 1.086, H69 1.083, H70 1.084
23 P 0.48340 -4.37428 2.57303  B10 1.984, C24 1.844, O25 1.695
24 C 1.45986 -5.16442 1.22364  P23 1.844, H71 1.091, H72 1.081, H73 1.072
25 O -0.83978 -5.43270 2.59085  P23 1.695, H74 0.960
26 O -0.58925 -2.00926 3.37010  B10 1.520, C27 1.377
27 C -1.69937 -1.20074 3.26375  C8 1.585, O26 1.377, O28 1.434, C29 1.580
28 O -2.53029 -1.42786 4.40999  C27 1.434, H75 0.959
29 C -1.37253 0.34509 3.25517  C27 1.580, O30 1.272, O31 1.276
30 O -1.30828 0.88403 4.40554  C29 1.272
31 O -1.15752 0.91531 2.13405  C29 1.276
32 H -4.58141 3.69565 -3.90906  C1 1.089
33 H -4.95525 2.03008 -3.53323  C1 1.085
34 H -3.28050 2.62909 -3.43281  C1 1.087
35 H -3.86221 4.15393 -1.66238  C2 1.080
36 H -5.52106 3.69319 -1.64138  C2 1.085
37 H -3.08126 2.17422 -0.77658  C3 1.074
38 H -4.47600 2.68329 0.19729  C3 1.086
39 H -3.97245 0.24750 -1.27347  C4 1.086
40 H -5.57073 0.88836 -1.62718  C4 1.088
41 H -5.82560 -0.56876 0.27899  C5 1.086
42 H -5.89061 1.09482 0.90188  C5 1.094
43 H -3.55640 1.03210 1.50187  C6 1.084
44 H -4.45907 -0.11983 2.42682  C6 1.087
45 H -3.51874 -1.59539 0.22741  C7 1.092
46 H -2.23634 -0.44627 0.46126  C7 1.079
47 H -3.30919 -2.37366 2.56823  C8 1.090
48 H 1.45247 -1.11115 1.97973  C11 1.089
49 H 0.07748 -0.71868 1.00633  C11 1.088
50 H 0.87779 -2.73628 -0.51513  C12 1.089
51 H 2.43013 -2.37371 0.27476  C12 1.090
52 H 2.23223 -0.03877 -0.28338  C13 1.086
53 H 0.80134 -0.32985 -1.21935  C13 1.085
54 H 2.64146 -2.19744 -2.27291  C14 1.086
55 H 3.65716 -0.84994 -1.80209  C14 1.088
56 H 2.56196 0.65876 -3.23498  C15 1.086
57 H 2.90984 -0.80562 -4.17730  C15 1.090
58 H 0.52682 -1.55290 -3.51940  C16 1.087
59 H 0.26613 0.12529 -3.12974  C16 1.083
60 H 0.10379 0.80455 -5.24867  C17 1.085
61 H 1.42342 -0.24843 -5.80943  C17 1.084
62 H -0.51868 -2.08668 -5.28111  C18 1.082
63 H -0.32040 -1.31779 -6.85256  C18 1.090
64 H -2.00089 0.43387 -6.10241  C19 1.085
65 H -2.61571 -1.23641 -6.31675  C19 1.086
66 H -1.91570 -0.11302 -3.62441  C20 1.086
67 H -3.52205 -0.10953 -4.35402  C20 1.090
68 H -1.91329 -3.31531 -2.68053  C22 1.086
69 H -3.19847 -2.39200 -1.95948  C22 1.083
70 H -1.60207 -1.65311 -2.24148  C22 1.084
71 H 0.88836 -5.25910 0.29882  C24 1.091
72 H 2.32722 -4.56220 0.99008  C24 1.081
73 H 1.82939 -6.11138 1.56376  C24 1.072
74 H -1.51114 -5.02864 3.14533  O25 0.960
75 H -1.92606 -1.44172 5.15413  O28 0.959
76 C 0.17626 4.83772 -1.13586  O77 1.228, N78 1.331, H81 1.107
77 O -0.89993 5.00802 -1.70315  C76 1.228
78 N 0.49973 3.79879 -0.36962  C76 1.331, C79 1.447, C80 1.459
79 C 1.80209 3.68095 0.24978  N78 1.447, H82 1.091, H83 1.091, H84 1.090
80 C -0.47647 2.73789 -0.14661  N78 1.459, H85 1.090, H86 1.087, H87 1.086
81 H 1.00145 5.56842 -1.23416  C76 1.107
82 H 2.29655 2.77299 -0.09791  C79 1.091
83 H 1.69569 3.63027 1.33460  C79 1.091
84 H 2.41919 4.54157 -0.01022  C79 1.090
85 H -0.75946 2.30194 -1.10463  C80 1.090
86 H -1.36503 3.15510 0.31968  C80 1.087
87 H -0.07904 1.95844 0.49663  C80 1.086
88 C -4.88037 7.36474 -1.73450  O89 1.211, N90 1.352, H93 1.108
89 O -4.88120 6.20647 -2.08686  C88 1.211
90 N -3.94769 7.92685 -0.93364  C88 1.352, C91 1.444, C92 1.469
91 C -4.02719 9.31418 -0.54279  N90 1.444, H94 1.093, H95 1.093, H96 1.089
92 C -2.82697 7.11567 -0.43929  N90 1.469, H97 1.091, H98 1.090, H99 1.088
93 H -5.67438 8.07622 -2.03452  C88 1.108
94 H -3.13971 9.85567 -0.88157  C91 1.093
95 H -4.09475 9.39954 0.54521  C91 1.093
96 H -4.90866 9.77626 -0.98515  C91 1.089
97 H -2.24679 6.71900 -1.27319  C92 1.091
98 H -3.21104 6.27113 0.13270  C92 1.090
99 H -2.18783 7.72722 0.19439  C92 1.088
100 C 4.42112 1.80684 -0.50642  O101 1.215, N102 1.347, H105 1.103
101 O 3.93690 2.11611 -1.57742  C100 1.215
102 N 5.73032 1.58405 -0.28373  C100 1.347, C103 1.450, C104 1.451
103 C 6.21935 1.19928 1.02623  N102 1.450, H106 1.085, H107 1.094, H108 1.089
104 C 6.65885 1.72662 -1.38914  N102 1.451, H109 1.091, H110 1.092, H111 1.085
105 H 3.80088 1.66277 0.39474  C100 1.103
106 H 6.93313 1.93006 1.39232  C103 1.085
107 H 6.70606 0.22154 0.96900  C103 1.094
108 H 5.38282 1.13326 1.71976  C103 1.089
109 H 6.61941 2.74268 -1.78385  C104 1.091
110 H 6.38727 1.03992 -2.19339  C104 1.092
111 H 7.66565 1.51358 -1.04428  C104 1.085
112 C 3.62930 -7.93723 2.05604  O113 1.207, N114 1.358, H117 1.105
113 O 3.80764 -6.91980 1.43125  C112 1.207
114 N 4.36295 -9.07056 1.91280  C112 1.358, C115 1.445, C116 1.450
115 C 4.09729 -10.26053 2.68837  N114 1.445, H118 1.094, H119 1.094, H120 1.088
116 C 5.44353 -9.07337 0.94609  N114 1.450, H121 1.091, H122 1.091, H123 1.088
117 H 2.82899 -8.02856 2.81233  C112 1.105
118 H 4.97307 -10.53048 3.28551  C115 1.094
119 H 3.84946 -11.09803 2.03029  C115 1.094
120 H 3.25883 -10.08345 3.35823  C115 1.088
121 H 6.17189 -8.29952 1.19334  C116 1.091
122 H 5.05635 -8.86317 -0.05187  C116 1.091
123 H 5.93141 -10.04592 0.94910  C116 1.088
124 C -8.61966 -1.61639 1.66183  O125 1.208, N126 1.351, H129 1.107
125 O -7.54869 -1.96983 1.22902  C124 1.208
126 N -8.81826 -1.23121 2.94157  C124 1.351, C127 1.443, C128 1.458
127 C -10.10811 -0.80942 3.43295  N126 1.443, H130 1.093, H131 1.094, H132 1.089
128 C -7.67153 -1.24423 3.84213  N126 1.458, H133 1.090, H134 1.090, H135 1.088
129 H -9.53517 -1.56983 1.04106  C124 1.107
130 H -10.05765 0.21900 3.80027  C127 1.093
131 H -10.43516 -1.45790 4.25080  C127 1.094
132 H -10.84403 -0.85847 2.63207  C127 1.089
133 H -6.88783 -0.58809 3.46348  C128 1.090
134 H -7.25935 -2.25068 3.91069  C128 1.090
135 H -7.98244 -0.90927 4.82899  C128 1.088
136 C 10.05746 2.76977 1.47277  O137 1.215, N138 1.345, H141 1.104
137 O 9.02476 2.66911 0.84046  C136 1.215
138 N 10.45892 1.89661 2.41400  C136 1.345, C139 1.448, C140 1.456
139 C 11.70008 2.06088 3.14067  N138 1.448, H142 1.092, H143 1.092, H144 1.088
140 C 9.60881 0.75076 2.70501  N138 1.456, H145 1.090, H146 1.090, H147 1.087
141 H 10.76434 3.60466 1.32283  C136 1.104
142 H 12.35343 1.20211 2.97172  C139 1.092
143 H 11.50243 2.14773 4.21111  C139 1.092
144 H 12.21038 2.96093 2.80452  C139 1.088
145 H 9.47159 0.14838 1.80691  C140 1.090
146 H 8.62772 1.08627 3.03987  C140 1.090
147 H 10.06885 0.14566 3.48148  C140 1.087

2S+1: 1
Charge: -2

---

# 2
Here is one molecule with the formula C19H30N2OS from OMol25. Energies are from wB97M-V/def2-TZVPD.

Bonds (Å) are listed after each position.
Cartesian coordinates (Å):
1 C 7.07297 1.67127 -0.08016  H2 1.086, H3 1.086, H4 1.086, S5 1.816
2 H 7.04948 1.71851 1.00471  C1 1.086
3 H 6.37892 2.38007 -0.52260  C1 1.086
4 H 8.07895 1.87088 -0.43611  C1 1.086
5 S 6.68537 -0.01316 -0.63563  C1 1.816, C6 1.768
6 C 5.06724 -0.31682 0.00905  S5 1.768, C7 1.392, C11 1.387
7 C 4.54143 -1.58617 -0.21590  C6 1.392, C8 1.379, H53 1.080
8 C 3.28451 -1.91039 0.25050  C7 1.379, C9 1.392, H52 1.081
9 C 2.51918 -0.98152 0.95051  C8 1.392, C10 1.389, C14 1.508
10 C 3.05909 0.27805 1.17402  C9 1.389, C11 1.384, H13 1.081
11 C 4.31911 0.61556 0.71241  C6 1.387, C10 1.384, H12 1.078
12 H 4.70154 1.60426 0.91042  C11 1.078
13 H 2.49283 1.01283 1.72838  C10 1.081
14 C 1.11523 -1.31256 1.39159  C9 1.508, N15 1.455, H50 1.094, H51 1.094
15 N 0.07643 -0.91319 0.45414  C14 1.455, C16 1.453, C43 1.447
16 C 0.11833 -1.63009 -0.80885  N15 1.453, C17 1.541, H48 1.103, H49 1.095
17 C -0.78738 -0.92303 -1.83524  C16 1.541, N18 1.441, H46 1.092, H47 1.095
18 N -1.90747 -0.23617 -1.24358  C17 1.441, C19 1.451, C33 1.457
19 C -3.02166 -1.06719 -0.82780  N18 1.451, C20 1.543, C29 1.553, H32 1.094
20 C -4.34096 -0.26749 -0.82549  C19 1.543, H21 1.089, H22 1.089, C23 1.525
21 H -4.83247 -0.29778 -1.79655  C20 1.089
22 H -4.13442 0.77427 -0.58403  C20 1.089
23 C -5.17803 -0.89414 0.28401  C20 1.525, H24 1.090, H25 1.091, C26 1.526
24 H -5.97448 -0.23613 0.63043  C23 1.090
25 H -5.62701 -1.82562 -0.06527  C23 1.091
26 C -4.14139 -1.18950 1.36430  C23 1.526, H27 1.092, H28 1.090, C29 1.530
27 H -3.88032 -0.26524 1.88321  C26 1.092
28 H -4.50046 -1.90355 2.10477  C26 1.090
29 C -2.94054 -1.72011 0.57900  C19 1.553, C26 1.530, H30 1.091, H31 1.088
30 H -3.00931 -2.80432 0.48273  C29 1.091
31 H -1.99331 -1.48393 1.05969  C29 1.088
32 H -3.09496 -1.85533 -1.58328  C19 1.094
33 C -1.46972 0.80165 -0.31978  N18 1.457, H34 1.093, C35 1.539, C43 1.544
34 H -2.17726 0.84623 0.51187  C33 1.093
35 C -1.49786 2.16517 -1.03365  C33 1.539, H36 1.093, H37 1.091, C38 1.529
36 H -2.42631 2.23043 -1.60647  C35 1.093
37 H -0.66963 2.23706 -1.73981  C35 1.091
38 C -1.42042 3.33779 -0.05510  C35 1.529, O39 1.408, H41 1.101, H42 1.092
39 O -2.46207 3.33033 0.89200  C38 1.408, H40 0.964
40 H -3.30303 3.33121 0.42047  O39 0.964
41 H -1.42379 4.28398 -0.61739  C38 1.101
42 H -0.49871 3.29129 0.52797  C38 1.092
43 C -0.06880 0.51339 0.26067  N15 1.447, C33 1.544, H44 1.104, H45 1.091
44 H 0.71212 0.92671 -0.40152  C43 1.104
45 H 0.01854 1.00174 1.23270  C43 1.091
46 H -1.15298 -1.64700 -2.56613  C17 1.092
47 H -0.20138 -0.17429 -2.37772  C17 1.095
48 H 1.13875 -1.69019 -1.22203  C16 1.103
49 H -0.23655 -2.64909 -0.62035  C16 1.095
50 H 1.01717 -2.39356 1.53196  C14 1.094
51 H 0.89689 -0.81956 2.34386  C14 1.094
52 H 2.89672 -2.90500 0.08153  C8 1.081
53 H 5.13187 -2.31054 -0.75647  C7 1.080

SMILES string: CSc1ccc(CN2CCN(C3CCCC3)[C@H](CCO)C2)cc1
2S+1: 1
ΔE to the lowest compared entry with this formula, charge and spin, kcal per mole: 36.1
Charge: 0

---

LUMO energy for the records above, in order: 2.71, 0.77 eV
Calculated total energy for the records above, in order: -3248.65146, -1324.90187 a.u.
E_HOMO for the records above, in order: -0.60, -7.89 eV